(1)
C36H58AlBr2O21 | ωB97M-V with the def2-TZVPD basis set

Results
gap between HOMO and LUMO	6.02	eV
HOMO energy	-4.5	eV
charge	-1
max |F|	0.113	hartree/bohr
electronic energy	-8376.88048	Ha

Geometry as XYZ:
```
118
C36H58AlBr2O21, DFT ωB97M-V with the def2-TZVPD basis set
C -1.295 0.691 -4.128
C -2.082 1.981 -4.765
C -3.431 2.442 -3.956
C -3.214 2.733 -2.355
C -4.465 2.010 -1.523
C -4.349 2.339 0.102
C -5.661 1.629 0.799
Al -5.120 -0.310 1.373
C -6.442 -1.566 0.367
Br -8.386 -1.559 0.946
C -5.950 -2.432 -0.778
C -6.930 -3.411 -1.661
Br -3.977 -2.399 -1.296
C -5.330 -0.358 3.414
C -4.598 1.031 3.985
C -4.630 -1.723 4.073
C -3.039 -1.460 4.502
C -2.181 -2.874 4.586
H -0.699 1.005 -3.152
H -1.979 -0.249 -3.943
H -0.460 0.387 -4.925
H -1.334 2.906 -4.841
H -2.442 1.646 -5.853
H -4.328 1.701 -4.156
H -3.764 3.484 -4.436
H -3.332 3.887 -2.147
H -2.222 2.306 -1.904
H -5.466 2.479 -1.906
H -4.521 0.843 -1.715
H -4.398 3.504 0.210
H -3.382 1.902 0.601
H -6.526 1.581 -0.018
H -6.061 2.234 1.721
H -3.615 -0.483 0.911
H -6.955 -2.942 -2.759
H -6.571 -4.528 -1.714
H -8.054 -3.429 -1.305
H -6.467 -0.311 3.747
H -4.292 0.957 5.114
H -5.275 1.983 3.871
H -3.618 1.230 3.333
H -5.210 -2.036 5.048
H -4.749 -2.572 3.269
H -3.062 -0.921 5.558
H -2.491 -0.791 3.699
H -2.191 -3.318 3.480
H -2.696 -3.640 5.311
H -1.051 -2.656 4.842
C 2.710 -1.432 5.713
C 1.919 -0.420 6.478
O 1.156 0.222 5.474
C 1.055 -0.653 4.431
O 0.325 -0.494 3.467
O 1.877 -1.728 4.608
H 2.912 -2.332 6.299
H 3.658 -1.028 5.342
H 1.238 -0.882 7.200
H 2.557 0.299 7.000
C 3.736 1.906 -3.791
C 2.945 2.917 -3.027
O 2.182 3.560 -4.030
C 2.081 2.685 -5.073
O 1.351 2.843 -6.037
O 2.903 1.609 -4.896
H 3.938 1.005 -3.205
H 4.684 2.310 -4.162
H 2.264 2.456 -2.304
H 3.583 3.636 -2.505
C -0.536 -1.780 11.340
C -1.350 -2.405 10.254
O -1.314 -1.437 9.222
C -0.193 -0.683 9.425
O 0.240 0.133 8.629
O 0.378 -0.963 10.632
H -0.005 -2.523 11.942
H -1.136 -1.148 12.002
H -0.908 -3.335 9.882
H -2.380 -2.600 10.566
C 3.765 -6.142 2.732
C 2.779 -5.158 3.271
O 3.422 -4.651 4.425
C 4.762 -4.838 4.246
O 5.626 -4.367 4.967
O 5.010 -5.620 3.155
H 3.726 -6.217 1.642
H 3.637 -7.141 3.162
H 2.592 -4.331 2.578
H 1.825 -5.625 3.532
C 4.383 -3.035 -5.743
C 3.396 -2.050 -5.204
O 4.040 -1.543 -4.050
C 5.380 -1.730 -4.229
O 6.244 -1.259 -3.508
O 5.628 -2.512 -5.320
H 4.344 -3.109 -6.833
H 4.254 -4.034 -5.313
H 3.210 -1.223 -5.897
H 2.443 -2.517 -4.943
C 1.199 3.867 -9.054
C 0.499 5.163 -9.303
O 0.187 5.105 -10.682
C 0.153 3.784 -11.026
O -0.251 3.361 -12.096
O 0.628 2.999 -10.015
H 1.030 3.490 -8.042
H 2.278 3.933 -9.234
H -0.432 5.252 -8.733
H 1.133 6.027 -9.085
C 7.383 3.350 -0.740
C 7.135 2.191 -1.650
O 6.134 2.673 -2.526
C 6.228 4.035 -2.525
O 5.630 4.767 -3.296
O 7.078 4.470 -1.550
H 8.419 3.394 -0.393
H 6.716 3.350 0.129
H 8.020 1.924 -2.237
H 6.786 1.306 -1.110
```

(2)
C36H58AlF6N5O7PS2 | ωB97M-V with the def2-TZVPD basis set

Results
gap between HOMO and LUMO (alpha / beta)	5.76 / 5.95	eV
HOMO energy (alpha / beta)	-10.6 / -10.7	eV
energy above the lowest of the compared OMol25 structures with the same formula, charge and spin	3.3	kJ/mol
charge	+1
max |F|	0.007	hartree/bohr
electronic energy	-4186.50219	Ha

Geometry as XYZ:
```
116
C36H58AlF6N5O7PS2, DFT ωB97M-V with the def2-TZVPD basis set
Al -0.578 -0.201 0.462
C 4.230 5.283 -1.081
C 3.203 5.176 0.057
C 3.885 5.470 1.402
C 2.113 6.224 -0.175
C 2.636 3.766 0.089
C 1.317 3.490 -0.074
C 0.859 2.149 0.009
N -0.386 1.693 -0.117
C -1.562 2.265 -0.417
C -1.829 3.594 -0.816
C -3.112 4.003 -1.034
C -4.168 3.050 -0.880
C -3.991 1.731 -0.566
C -2.652 1.309 -0.302
O -2.362 0.112 0.057
C -5.154 0.751 -0.431
C -4.912 -0.525 -1.258
C -6.466 1.371 -0.918
C -5.304 0.394 1.057
C -3.386 5.442 -1.470
C -4.880 5.739 -1.608
C -2.714 5.685 -2.830
C -2.798 6.406 -0.428
C 1.790 1.063 0.330
O 1.287 -0.093 0.548
C 3.197 1.353 0.393
C 3.539 2.670 0.295
C 4.315 0.320 0.593
C 5.387 0.533 -0.491
C 4.947 0.539 1.975
C 3.861 -1.137 0.481
H 4.643 6.292 -1.110
H 3.765 5.075 -2.046
H 5.064 4.591 -0.950
H 4.288 6.484 1.398
H 4.714 4.788 1.600
H 3.173 5.389 2.226
H 2.562 7.217 -0.188
H 1.365 6.212 0.622
H 1.611 6.078 -1.134
H 0.614 4.289 -0.229
H -1.018 4.281 -0.991
H -5.173 3.397 -1.061
H -4.678 -0.278 -2.297
H -5.823 -1.126 -1.259
H -4.105 -1.135 -0.863
H -6.381 1.734 -1.945
H -6.802 2.193 -0.282
H -7.246 0.611 -0.896
H -4.387 -0.056 1.443
H -6.116 -0.324 1.192
H -5.533 1.284 1.648
H -5.350 5.123 -2.378
H -5.011 6.781 -1.901
H -5.415 5.591 -0.667
H -3.113 5.010 -3.589
H -1.634 5.535 -2.780
H -2.895 6.711 -3.157
H -3.244 6.239 0.555
H -2.996 7.438 -0.722
H -1.716 6.291 -0.334
H 4.587 2.923 0.385
H 5.841 1.524 -0.448
H 4.963 0.394 -1.486
H 6.188 -0.196 -0.356
H 5.373 1.539 2.071
H 5.747 -0.185 2.139
H 4.207 0.410 2.767
H 3.370 -1.324 -0.472
H 3.181 -1.425 1.281
H 4.744 -1.775 0.538
C -2.813 -1.299 3.712
N -2.018 -0.272 4.381
C -2.139 -0.230 5.833
P -0.915 0.665 3.626
O -0.830 0.182 2.200
N 0.569 0.630 4.312
C 0.947 1.404 5.490
C 1.413 -0.542 4.079
N -1.396 2.231 3.758
C -0.540 3.273 3.190
C -2.821 2.552 3.659
H -2.472 -2.299 3.990
H -2.736 -1.196 2.633
H -3.861 -1.195 4.003
H -1.698 -1.115 6.297
H -3.193 -0.183 6.114
H -1.648 0.657 6.233
H 0.263 2.236 5.637
H 1.955 1.801 5.352
H 0.945 0.782 6.389
H 1.128 -1.041 3.155
H 1.343 -1.254 4.907
H 2.451 -0.223 3.988
H 0.500 2.951 3.177
H -0.620 4.181 3.792
H -0.844 3.511 2.165
H -3.419 1.774 4.127
H -3.136 2.658 2.614
H -3.008 3.494 4.175
F 1.773 -3.099 -0.816
C 0.632 -3.767 -0.795
F 0.530 -4.540 -1.851
F 0.563 -4.501 0.309
S -0.797 -2.575 -0.740
O -0.823 -2.114 0.675
O -1.917 -3.273 -1.247
N -0.372 -1.192 -1.377
S 0.162 -0.903 -2.873
O 0.567 -2.118 -3.495
O 0.991 0.254 -2.810
C -1.378 -0.364 -3.734
F -1.084 -0.039 -4.981
F -2.269 -1.344 -3.719
F -1.890 0.703 -3.112
```